# C4H4N4

A molecular structure, C4H4N4 in a non-equilibrium geometry (ωB97M-V with the def2-TZVPD basis set, OMol25).

Atoms and positions in Å:
1 C -1.461 -1.197 -0.015
2 C -0.062 -0.777 -0.351
3 C 1.259 0.964 -0.024
4 C -0.059 0.735 -0.204
5 H -2.031 1.686 0.230
6 H -1.787 -2.213 0.523
7 H 2.811 -0.350 0.187
8 H 1.933 1.872 0.317
9 N -1.411 0.960 -0.264
10 N -2.173 -0.160 -0.083
11 N 1.144 -1.274 -0.193
12 N 1.836 -0.248 -0.123

- Kohn-Sham gap (eV) = 9.53
- electronic energy (eV) = -10169.528
- net charge = 0
- energy relative to the best compared isomer or geometry (same formula, charge and spin) (kcal per mole) = 76.3
- maximum force (Eh/bohr) = 0.1413